# 1
{"formula": "C18H18ClN5O6S2", "method": "the ωB97M-V functional and the def2-TZVPD basis", "total_charge": 0, "energy_ev": -72882.708, "lumo_energy_ev": -1.083, "species": ["O", "N", "O", "C", "C", "C", "Cl", "C", "C", "C", "N", "N", "C", "S", "N", "C", "C", "C", "C", "S", "O", "O", "N", "C", "C", "O", "C", "C", "C", "C", "C", "O", "H", "H", "H", "H", "H", "H", "H", "H", "H", "H", "H", "H", "H", "H", "H", "H", "H", "H"], "xyz": [[-0.6419, -5.8859, -0.0674], [-1.4512, -5.1340, -0.5517], [-2.1553, -5.4321, -1.5160], [-1.6139, -3.8343, 0.0164], [-0.7742, -3.4913, 1.0798], [-0.8929, -2.2519, 1.6721], [0.1422, -1.7951, 2.9612], [-1.8389, -1.3503, 1.2048], [-2.6712, -1.6664, 0.1383], [-3.6016, -0.6819, -0.3734], [-3.4872, 0.5221, 0.0304], [-4.2598, 1.5051, -0.4190], [-4.0591, 2.7989, -0.0366], [-5.2156, 3.9278, -0.3510], [-2.9217, 3.1180, 0.6382], [-1.7185, 2.4121, 0.6690], [-0.9798, 2.3534, 1.8498], [0.1763, 1.5934, 1.9060], [0.5915, 0.9036, 0.7834], [2.0043, -0.1885, 0.8183], [1.6093, -1.4556, 0.2731], [2.6202, -0.1571, 2.1138], [2.9857, 0.5530, -0.3321], [4.0063, -0.3273, -0.8753], [4.7162, 0.4093, -2.0108], [5.2827, 1.6155, -1.5532], [4.3046, 2.4627, -1.0036], [3.5684, 1.7868, 0.1562], [-0.0959, 1.0062, -0.4132], [-1.2397, 1.7732, -0.4792], [-2.5780, -2.9342, -0.4822], [-3.3897, -3.2032, -1.5005], [-0.0397, -4.2073, 1.4131], [-1.9466, -0.3819, 1.6632], [-4.3379, -1.0027, -1.1115], [-5.0692, 1.3314, -1.0195], [-2.9739, 3.9805, 1.1636], [-1.3291, 2.8772, 2.7268], [0.7488, 1.5048, 2.8160], [3.5066, -1.2275, -1.2316], [4.7358, -0.5992, -0.0991], [5.5417, -0.1873, -2.4005], [3.9956, 0.6165, -2.8158], [4.8303, 3.3541, -0.6586], [3.5719, 2.7411, -1.7766], [2.7599, 2.4226, 0.5217], [4.2665, 1.5841, 0.9805], [0.2795, 0.4756, -1.2725], [-1.7696, 1.8812, -1.4123], [-3.1921, -4.1151, -1.8322]], "forces_ev_per_a": [[0.1, -0.2, 0.0], [0.1, -0.4, 0.0], [-0.2, -0.2, -0.3], [-0.1, 1.0, 0.5], [-0.1, 0.1, 0.0], [-0.3, -0.2, -0.4], [-0.1, -0.1, 0.4], [0.0, -0.3, -0.2], [0.5, -0.7, 0.2], [-0.6, 0.7, -0.3], [0.3, -0.9, 0.5], [-0.5, 0.1, -0.6], [-0.3, 0.2, 0.1], [-0.3, 0.3, -0.1], [-0.1, -0.1, 0.2], [0.8, -0.3, 0.1], [-0.2, 0.0, -0.3], [0.3, -0.1, 0.0], [0.5, -0.2, 0.2], [0.0, 0.4, -0.3], [0.1, 0.0, -0.3], [0.0, 0.3, 0.0], [-0.7, -0.4, 0.5], [0.3, -0.3, -0.3], [-0.2, -0.3, 0.1], [0.2, 0.0, 0.0], [-0.3, 0.1, 0.2], [0.3, 0.5, 0.0], [-0.2, 0.1, -0.1], [0.3, 0.2, 0.1], [0.4, 0.0, 0.4], [-0.3, -0.2, -0.4], [0.0, 0.0, 0.0], [0.0, 0.1, 0.1], [0.0, 0.1, 0.0], [0.3, 0.1, 0.2], [-0.1, -0.1, -0.2], [-0.1, 0.0, 0.1], [0.0, 0.0, 0.1], [0.2, 0.0, -0.1], [0.0, 0.0, -0.1], [-0.1, 0.0, 0.0], [0.1, 0.0, 0.0], [-0.1, 0.0, 0.0], [0.1, 0.0, 0.1], [0.1, 0.2, 0.0], [-0.1, 0.1, -0.1], [0.0, 0.0, -0.2], [-0.1, 0.0, -0.1], [0.1, 0.4, 0.3]]}

# 2
{"formula": "CH4ClO2P", "method": "the ωB97M-V functional and the def2-TZVPD basis", "de_lowest_kcal_mol": 22.55, "total_charge": 0, "energy_ev": -27007.385, "lumo_energy_ev": 0.647, "species": ["O", "P", "Cl", "H", "H", "C", "O", "H", "H"], "xyz": [[-1.3743, -1.7121, -0.7746], [-0.6550, -1.2721, 0.5805], [-2.0097, 0.0269, 1.3512], [-1.2053, -1.1836, -1.4816], [-1.1033, -2.3052, 1.2423], [1.6410, 1.5994, -0.1478], [1.2986, 0.6436, -0.7863], [0.7548, 2.2678, 0.0757], [2.6533, 1.9353, -0.0593]], "forces_ev_per_a": [[-1.4, -2.8, 2.0], [2.1, 1.8, -0.7], [-0.7, 0.7, 0.5], [1.0, 2.4, -3.2], [-1.1, -2.3, 1.6], [-3.0, 1.0, -1.4], [0.9, -1.0, -0.1], [1.2, 0.1, 0.8], [1.0, 0.0, 0.6]]}

# 3
{"formula": "CH16O6", "method": "the ωB97M-V functional and the def2-TZVPD basis", "de_lowest_kcal_mol": 22.77, "total_charge": 0, "energy_ev": -13581.628, "lumo_energy_ev": 0.631, "species": ["C", "H", "H", "H", "H", "O", "H", "H", "O", "H", "H", "O", "H", "H", "O", "H", "H", "O", "H", "H", "O", "H", "H"], "xyz": [[-3.1237, 5.3865, 0.8127], [-3.8694, 4.6264, 1.0059], [-2.9161, 5.9938, 1.6902], [-3.4285, 6.0476, 0.0034], [-2.1918, 4.9189, 0.5039], [0.3086, -2.1606, 0.5015], [-0.1109, -1.4650, -0.0627], [0.3932, -2.9006, -0.1304], [1.7462, 0.4278, 1.5076], [1.7108, -0.5225, 1.4080], [1.9133, 0.5222, 2.4467], [2.2086, 0.1353, -1.7920], [2.7679, 0.4927, -1.1148], [2.5737, -0.7092, -2.0771], [-0.3508, -2.9762, -2.2718], [0.3016, -2.7243, -2.9402], [-1.0511, -3.1932, -2.8850], [0.0181, -3.3519, 5.0565], [-0.0662, -2.6887, 5.7606], [0.4701, -4.0825, 5.4956], [1.0586, -0.9321, -4.2255], [0.9003, -0.5701, -5.0875], [0.7375, -0.2740, -3.6054]], "forces_ev_per_a": [[0.5, 0.3, -0.3], [-0.1, 0.0, 0.1], [-0.2, -0.1, 0.1], [-0.2, -0.1, 0.0], [0.0, -0.2, 0.0], [-0.3, 0.5, -1.0], [0.5, -0.8, 0.7], [-0.1, 0.5, 0.4], [0.2, 0.3, 0.1], [-0.3, -0.6, -0.4], [0.0, 0.3, 0.2], [-0.7, -0.3, -0.8], [0.4, 0.1, 0.6], [0.1, 0.2, 0.1], [0.4, 0.1, -0.6], [0.5, 0.3, 0.3], [-0.8, -0.3, 0.2], [0.1, 0.2, 0.6], [0.0, -0.2, -0.4], [-0.1, 0.0, -0.2], [0.0, -0.6, 0.5], [-0.1, 0.2, -0.6], [0.1, 0.2, 0.3]]}

# 4
{"formula": "C15H16BrCl2I2N3O2", "method": "the ωB97M-V functional and the def2-TZVPD basis", "total_charge": 0, "energy_ev": -135664.422, "lumo_energy_ev": -0.883, "species": ["C", "C", "Cl", "C", "Cl", "O", "C", "O", "N", "Br", "C", "I", "C", "C", "I", "H", "H", "H", "H", "H", "H", "N", "C", "C", "C", "C", "H", "H", "H", "H", "H", "N", "C", "C", "C", "C", "H", "H", "H", "H", "H"], "xyz": [[0.6625, 0.5496, -2.0751], [-0.3442, -0.4031, -1.3839], [-0.7160, -2.0016, -2.1099], [-0.9325, -0.0256, -0.2582], [-2.1234, -1.0955, 0.4854], [-0.6232, 1.1989, 0.3106], [-0.4976, 1.1417, 1.6986], [-1.4555, 1.3168, 2.3409], [0.7994, 0.9292, 2.3406], [0.4155, 0.7029, 4.1859], [1.4001, -0.3526, 1.9281], [0.5969, -2.1905, 2.7890], [2.4276, -0.4012, 1.0775], [3.0678, 0.8593, 0.4905], [3.2727, -2.2630, 0.4873], [0.1907, 1.2428, -2.8013], [1.1325, 1.2027, -1.3190], [1.4962, 0.0287, -2.5835], [2.7076, 1.1005, -0.5235], [4.1492, 0.6344, 0.3621], [3.0229, 1.7225, 1.1787], [-2.2490, -0.5591, 6.0799], [-2.7617, -0.2542, 4.8470], [-4.0955, -0.5679, 4.8592], [-4.4010, -1.0765, 6.1503], [-3.2432, -1.0563, 6.8811], [-1.2917, -0.4372, 6.3560], [-2.1364, 0.1554, 4.0732], [-4.7778, -0.4451, 4.0335], [-5.3616, -1.4175, 6.5019], [-3.0396, -1.3519, 7.8971], [1.1120, -0.7361, -6.6994], [2.0433, -0.0167, -7.3989], [2.2039, 1.1886, -6.7694], [1.3382, 1.1923, -5.6453], [0.6791, -0.0063, -5.6251], [0.7953, -1.6591, -6.9371], [2.5088, -0.4244, -8.2809], [2.8686, 1.9786, -7.0791], [1.2132, 1.9886, -4.9290], [-0.0542, -0.3923, -4.9357]], "forces_ev_per_a": [[0.1, -0.3, 0.1], [1.0, 0.2, -1.2], [0.5, 1.6, 0.4], [-0.5, -1.2, 0.0], [0.5, 1.1, 0.0], [0.9, -0.9, 0.5], [0.5, -0.2, -0.1], [-1.7, 0.8, 0.8], [-0.7, -1.9, -0.8], [0.9, 1.4, 0.4], [0.0, -0.5, -0.1], [0.2, 0.5, -0.6], [0.0, 0.6, -0.1], [1.3, -0.6, 0.1], [-0.2, 0.9, -0.1], [0.0, -0.6, 0.3], [-0.6, -0.4, -0.3], [-0.7, 0.0, 0.2], [0.1, -0.1, 0.7], [-0.6, 0.2, 0.1], [-0.4, -0.4, -0.4], [-0.1, 0.0, -0.1], [-0.1, -0.1, -0.1], [0.1, 0.0, 0.0], [0.0, 0.0, 0.1], [0.1, 0.0, 0.1], [-0.1, 0.0, 0.0], [-0.3, -0.1, 0.1], [0.0, 0.0, 0.0], [0.0, 0.0, 0.0], [0.0, 0.0, 0.0], [0.0, 0.0, 0.1], [0.0, -0.1, 0.0], [0.1, 0.0, -0.1], [0.0, 0.1, 0.1], [0.0, -0.1, 0.0], [0.0, 0.1, 0.0], [0.0, 0.0, 0.0], [0.0, 0.0, 0.0], [0.0, 0.0, 0.0], [0.0, 0.0, -0.1]]}